Record 1
Here is an isolated ion of composition C16H27N2O and charge +1 from OMol25. Energies are from ωB97M-V/def2-TZVPD.

Summary:
HOMO: -11.87 eV
SMILES: C[NH+](C)CCNCc1ccccc1OC1CCCC1
maximum force: 0.852 eV Å⁻¹
charge: +1
lowest unoccupied orbital energy: -2.17 eV

Structure (XYZ):
```
46
Properties=species:S:1:pos:R:3:mulliken_charge:R:1
O -0.338 0.702 0.492 -0.60
N 1.124 -1.414 1.625 -0.11
N 0.193 -1.650 -0.885 0.70
C 3.391 2.266 -0.442 -0.88
C -0.686 -2.805 -0.655 -0.91
C 1.622 -1.976 -0.686 -0.69
C 1.995 0.789 0.860 0.98
C 1.891 -2.320 0.787 -0.90
C 3.246 1.279 0.520 -0.68
C -0.031 -1.078 -2.218 -0.96
C 1.826 -0.186 1.996 -1.57
C -1.513 1.520 0.561 -0.05
C 2.272 2.786 -1.065 -0.72
C -2.330 1.523 -0.746 -0.82
C -3.801 0.728 0.952 -0.73
C 1.012 2.300 -0.755 -0.73
C 0.872 1.296 0.193 0.95
C -2.438 0.899 1.625 -0.82
C -3.455 0.515 -0.518 -0.41
H 0.839 -1.881 2.478 0.29
H 1.903 -2.808 -1.335 0.50
H -1.717 1.291 -1.616 0.38
H -4.302 0.685 -1.178 0.45
H -0.420 -3.619 -1.327 0.35
H 1.217 0.300 2.764 0.41
H 0.258 -1.796 -2.984 0.43
H -1.721 -2.523 -0.837 0.31
H -2.495 1.514 2.520 0.38
H -2.759 2.515 -0.890 0.44
H -1.083 -0.833 -2.349 0.32
H -2.024 -0.071 1.905 0.17
H -4.368 -0.098 1.377 0.38
H 1.588 -3.349 0.991 0.47
H 4.372 2.639 -0.687 0.43
H 0.142 2.713 -1.241 0.43
H 4.118 0.901 1.033 0.43
H 2.205 -1.096 -0.964 0.38
H 2.973 -2.255 0.965 0.38
H 2.372 3.571 -1.797 0.45
H -0.598 -3.141 0.374 0.36
H -3.098 -0.506 -0.672 -0.10
H 2.814 -0.400 2.427 0.42
H -1.203 2.533 0.832 0.76
H -0.033 -0.924 -0.149 0.09
H -4.390 1.638 1.061 0.31
H 0.560 -0.172 -2.341 0.34
```



Record 2
Here is C13H25Cl8MgO8S as an isolated structure at a distorted geometry from OMol25. Energies are from ωB97M-V/def2-TZVPD.

Summary:
HOMO: -4.47 eV
maximum force: 6.188 eV Å⁻¹
charge: -1
lowest unoccupied orbital energy: -1.21 eV

Structure (XYZ):
```
56
Properties=species:S:1:pos:R:3:mulliken_charge:R:1
Cl -4.033 -8.005 0.665 -0.19
Cl -2.449 0.384 8.604 -0.21
Cl 1.609 -8.970 -1.845 -0.19
Cl 2.485 -6.642 -4.016 -0.19
Cl 6.203 4.569 -2.689 -0.20
Cl -0.707 2.746 5.313 -0.20
Cl -3.411 -7.785 3.878 -0.19
Cl 6.998 2.147 -0.348 -0.19
S -5.251 0.812 1.276 1.14
Mg -2.246 -0.533 -0.642 0.96
O -0.157 3.235 -3.227 -0.55
O -1.101 4.245 -4.971 -0.30
O -4.112 1.529 0.757 -0.62
O 0.303 5.445 -3.731 -0.35
O -5.709 1.263 2.569 -0.64
O -6.224 0.669 0.220 -0.61
O -4.599 -0.462 1.288 -0.58
O 0.845 -2.209 0.890 -0.69
C -0.929 5.512 -5.629 -0.48
C -0.277 4.186 -3.962 0.65
C 1.874 -2.126 1.829 -0.52
C -3.494 -6.335 2.847 -0.43
C -4.490 -6.583 1.704 -0.43
C -2.260 1.813 7.472 -0.39
C -1.160 1.435 6.460 -0.47
C 1.767 -7.248 -1.471 -0.45
C 1.291 6.770 -5.458 -1.35
C 5.569 4.410 -1.044 -0.45
C 2.913 -6.680 -2.251 -0.41
C 0.006 6.304 -4.764 0.42
C 5.389 2.917 -0.650 -0.41
H 6.321 4.890 -0.417 0.33
H -0.546 5.425 -6.646 0.29
H 2.849 -2.258 1.359 0.18
H -3.186 1.845 6.897 0.29
H 2.124 7.179 -4.886 0.34
H -2.548 -6.032 2.397 0.31
H 1.820 -2.881 2.613 0.19
H 1.143 7.379 -6.350 0.35
H 4.590 4.888 -1.001 0.30
H -4.506 -5.681 1.092 0.31
H 1.901 -1.110 2.224 0.20
H -5.468 -6.745 2.155 0.31
H -0.668 7.004 -4.270 0.32
H -2.012 2.726 8.014 0.33
H -3.751 -5.495 3.493 0.31
H -1.619 0.591 5.945 0.31
H 3.059 -5.661 -1.892 0.30
H 0.859 -6.745 -1.803 0.32
H -0.304 1.021 6.992 0.33
H 3.773 -7.317 -2.042 0.32
H -1.884 6.038 -5.603 0.30
H 4.806 2.406 -1.416 0.35
H 1.727 5.858 -5.864 0.35
H 4.943 2.939 0.344 0.27
H 1.934 -7.076 -0.408 0.30
```



Record 3
Here is C20H21N3O4 in the gas phase at a distorted geometry from OMol25. Energies are from ωB97M-V/def2-TZVPD.

Summary:
HOMO: -8.26 eV
SMILES: N[C@@H](Cc1ccc(O)cc1)C(=O)N[C@@H](Cc1c[nH]c2ccccc12)C(=O)O
maximum force: 6.994 eV Å⁻¹
lowest unoccupied orbital energy: 0.35 eV

Structure (XYZ):
```
48
Properties=species:S:1:pos:R:3:mulliken_charge:R:1
O 1.663 4.462 2.535 -0.58
O -2.720 0.467 -0.466 -0.72
O 0.151 -0.612 2.392 -0.56
O -1.888 -0.481 1.549 -0.60
N -0.497 0.612 -0.800 0.04
N 2.905 -3.885 1.071 -0.08
N -3.399 1.774 -2.789 -0.83
C 0.530 -4.693 -2.189 -0.75
C -0.126 3.023 1.764 -0.34
C 2.094 -4.404 0.129 -0.15
C 2.875 -2.507 1.165 -0.61
C 1.093 -5.833 -1.551 -0.31
C -1.745 0.792 -1.076 0.28
C -1.357 3.685 -0.213 0.28
C -0.575 -0.511 1.463 0.39
C 1.563 -3.195 -0.612 0.72
C -0.048 -0.492 0.051 0.09
C -2.145 2.084 -2.116 -0.24
C -1.131 2.788 0.889 -0.72
C -0.622 4.823 -0.306 -0.37
C 2.015 -5.708 -0.483 -0.71
C 0.581 4.159 1.697 0.68
C 1.523 -0.690 0.025 -1.05
C -2.491 3.239 -1.148 -1.11
C 0.943 -3.372 -1.837 -0.06
C 2.003 -2.080 0.284 -0.06
C 0.393 5.060 0.649 -0.57
H -1.399 2.306 -2.776 0.74
H 1.707 -0.512 -1.001 0.62
H -0.055 -4.848 -3.050 0.41
H -2.902 4.176 -1.610 0.48
H -0.772 5.516 -1.161 0.36
H -3.887 1.089 -2.213 0.29
H -3.461 2.761 -0.719 0.17
H 3.173 -4.438 1.823 0.22
H 1.981 0.231 0.584 0.30
H 0.514 -2.479 -2.408 0.31
H 0.721 -6.793 -2.006 0.31
H 0.112 2.327 2.486 0.51
H -1.842 1.962 1.067 0.49
H -0.538 -1.404 -0.551 0.30
H -2.223 -0.311 0.630 0.43
H 1.006 5.931 0.717 0.43
H 1.802 3.726 3.102 0.28
H 3.649 -2.001 1.779 0.37
H 0.162 1.151 -1.296 0.34
H 2.527 -6.590 0.041 0.25
H -3.228 1.001 -3.399 0.31
```



Record 4
Here is C4H7NO2 in the gas phase at a distorted geometry from OMol25. Energies are from ωB97M-V/def2-TZVPD.

Summary:
HOMO: -8.56 eV
maximum force: 3.179 eV Å⁻¹
lowest unoccupied orbital energy: -0.22 eV

Structure (XYZ):
```
14
Properties=species:S:1:pos:R:3:mulliken_charge:R:1
O 0.710 0.039 -1.087 -0.33
O 1.376 -1.533 0.424 -0.43
N 1.136 1.122 -0.274 0.14
C 1.241 1.174 1.014 -0.59
C -1.886 -0.159 -0.010 -0.70
C 0.332 -1.106 -0.251 0.29
C -0.907 -1.099 0.513 -0.26
H 1.560 -0.781 0.981 0.40
H -1.408 0.846 -0.381 0.22
H 1.396 1.722 -0.980 0.18
H -2.438 -0.508 -0.991 0.29
H -2.718 0.017 0.721 0.27
H 0.014 -1.820 -1.102 0.27
H 1.594 2.086 1.423 0.25
```